Entry 1:
{"formula": "C31H47BrIrN2P2", "method": "ωB97M-V/def2-TZVPD", "max_force_ev_per_a": 5.1, "spin_multiplicity": 6, "lumo_ha": [-0.4423, -0.5354], "charge": 4, "s_squared": 8.820, "relative_energy_kcal_mol": 10.30, "homo_lumo_gap_ev": [6.40, 4.31], "homo_energy_ev": [-18.44, -18.88], "symbols": ["N", "C", "C", "C", "C", "C", "C", "Ir", "P", "C", "C", "C", "C", "C", "C", "C", "Br", "H", "H", "H", "H", "H", "H", "H", "H", "H", "H", "P", "C", "C", "H", "H", "H", "H", "H", "C", "C", "H", "H", "H", "H", "H", "C", "C", "H", "H", "H", "H", "H", "C", "C", "H", "H", "H", "H", "H", "C", "C", "H", "H", "H", "H", "H", "C", "C", "H", "H", "H", "H", "H", "N", "C", "C", "C", "C", "C", "C", "H", "H", "H", "H", "H", "H", "H"], "xyz": [[-5.3214, 1.8023, -3.4915], [-5.3293, 2.2909, -2.2484], [-4.2197, 2.1925, -1.4059], [-3.0317, 1.6216, -1.9145], [-3.0003, 1.1768, -3.2398], [-4.1921, 1.2921, -3.9939], [-1.8110, 1.6739, -1.0460], [-0.5369, 0.1290, -1.0143], [3.1856, -0.7354, -0.0145], [-0.5661, 1.9866, -1.7540], [0.3896, 2.9058, -1.0718], [1.6098, 3.1440, -1.7257], [2.6351, 3.7861, -1.0338], [2.4336, 4.2046, 0.3024], [1.1753, 4.0485, 0.9183], [0.1263, 3.4690, 0.1996], [3.8606, 4.8254, 1.2771], [-2.0284, 2.2021, -0.1018], [-0.5956, 2.1145, -2.8524], [-4.2464, 2.5744, -0.3913], [-2.1032, 0.7359, -3.6836], [-6.2452, 2.7937, -1.9042], [-4.2106, 0.9702, -5.0399], [1.7432, 2.7799, -2.7563], [-0.8960, 3.4749, 0.6149], [3.6073, 3.9116, -1.4958], [1.0243, 4.3909, 1.9368], [-1.3835, -1.8443, -0.9390], [3.6752, 1.0100, 0.2497], [5.1345, 1.2829, -0.1427], [3.5125, 1.2711, 1.3077], [2.9587, 1.5934, -0.3375], [5.3890, 2.3337, 0.0430], [5.8021, 0.6629, 0.4693], [5.3287, 1.0701, -1.2028], [2.6418, -0.8714, -1.7363], [3.8223, -1.1579, -2.6815], [2.0702, 0.0338, -2.0053], [1.9497, -1.7274, -1.7561], [3.4426, -1.3515, -3.6915], [4.5284, -0.3198, -2.7427], [4.3673, -2.0539, -2.3510], [1.9173, -1.0922, 1.2253], [2.5195, -1.4741, 2.5861], [1.3538, -1.9455, 0.8157], [1.2422, -0.2225, 1.2854], [1.7491, -1.9418, 3.2161], [3.3447, -2.1923, 2.4552], [2.9000, -0.5942, 3.1260], [-1.3251, -2.2377, 0.8717], [-1.2159, -3.7169, 1.1933], [-2.2378, -1.8092, 1.3114], [-0.4974, -1.6680, 1.3214], [-2.2022, -4.1912, 1.1938], [-0.5668, -4.2547, 0.4984], [-0.8135, -3.8374, 2.2015], [-0.4171, -2.9916, -2.0295], [-0.8196, -2.7961, -3.4879], [-0.5580, -4.0273, -1.6986], [0.6362, -2.7409, -1.8759], [-1.5015, -3.5795, -3.8403], [-1.2937, -1.8206, -3.6560], [0.0595, -2.8232, -4.1385], [-3.0740, -2.5186, -1.3856], [-4.2078, -1.5761, -1.0219], [-3.2119, -3.5180, -0.9335], [-3.0885, -2.7031, -2.4666], [-5.1491, -1.9734, -1.4336], [-4.3393, -1.4789, 0.0634], [-4.0291, -0.5763, -1.4534], [-0.4540, 1.2285, 2.4268], [-0.3302, 0.6049, 3.6272], [0.7646, 0.8986, 4.4728], [1.0578, 0.0400, 5.5298], [0.2339, -1.0531, 5.8024], [-0.9300, -1.2719, 5.0507], [-1.2352, -0.4316, 3.9729], [0.1909, 1.9651, 2.1551], [-1.1897, 0.9977, 1.7688], [1.3759, 1.7643, 4.2335], [1.9320, 0.2385, 6.1451], [0.4752, -1.7234, 6.6353], [-1.6179, -2.0830, 5.3073], [-2.1438, -0.5664, 3.3759]]}

Entry 2:
{"formula": "C31H47Cl2NO4OsP2SSi", "method": "ωB97M-V/def2-TZVPD", "max_force_ev_per_a": 1.1, "spin_multiplicity": 5, "lumo_ha": [-0.2195, -0.3009], "charge": 2, "s_squared": 6.044, "relative_energy_kcal_mol": 20.88, "homo_lumo_gap_ev": [6.66, 6.08], "homo_energy_ev": [-12.64, -14.27], "symbols": ["Os", "Cl", "C", "C", "C", "Cl", "C", "C", "C", "C", "N", "C", "C", "O", "H", "H", "H", "H", "C", "C", "C", "C", "O", "Si", "S", "O", "C", "C", "C", "C", "O", "C", "C", "C", "C", "H", "H", "H", "H", "H", "H", "H", "H", "H", "H", "H", "H", "H", "H", "H", "H", "H", "H", "H", "H", "H", "H", "H", "H", "H", "H", "H", "C", "P", "C", "C", "C", "C", "C", "C", "C", "P", "C", "C", "H", "H", "H", "H", "H", "H", "H", "H", "H", "H", "H", "H", "H", "H", "H", "H"], "xyz": [[0.0905, -0.0856, 0.8867], [-3.8394, -0.4250, 3.7488], [-2.6974, 0.7575, 4.1744], [-2.9577, 1.6117, 5.2279], [-2.0105, 2.5363, 5.6320], [-2.3792, 3.5727, 6.9221], [-0.7191, 2.6104, 4.9991], [0.3214, 3.4339, 5.4527], [1.5376, 3.3844, 4.8175], [1.6886, 2.5311, 3.7213], [0.7142, 1.7677, 3.2555], [-0.4642, 1.7896, 3.8899], [-1.4726, 0.8404, 3.4277], [-1.2724, 0.0738, 2.4542], [-3.9058, 1.5466, 5.7439], [0.1624, 4.0812, 6.3043], [2.3694, 3.9855, 5.1573], [2.6403, 2.4666, 3.2024], [-3.4017, 0.8218, 0.3948], [-2.8195, 0.6285, -0.9862], [-3.7303, -0.2474, -1.8330], [-2.5415, 1.9653, -1.6536], [-1.5070, -0.0582, -0.8167], [-0.7701, -0.9927, -1.9956], [1.0791, -1.1806, -0.8812], [-1.4535, -2.4005, -2.2908], [-1.5650, -3.7415, -1.7397], [-2.7069, -4.3942, -2.5005], [-0.2590, -4.4774, -1.9867], [-1.8879, -3.6436, -0.2560], [-0.6000, -0.0903, -3.3034], [-0.3813, -0.3861, -4.7217], [0.8278, -1.3024, -4.8285], [-1.6295, -1.0373, -5.2933], [-0.1183, 0.9576, -5.3742], [-4.4079, 1.2317, 0.3107], [-2.7963, 1.5246, 0.9728], [-3.4564, -0.1278, 0.9257], [-4.7000, 0.2381, -1.9390], [-3.8795, -1.2209, -1.3639], [-3.3235, -0.4011, -2.8352], [-3.4698, 2.5282, -1.7544], [-2.1055, 1.8253, -2.6420], [-1.8474, 2.5514, -1.0449], [-2.4666, -4.4626, -3.5619], [-3.6221, -3.8113, -2.3873], [-2.8856, -5.4003, -2.1197], [-0.0382, -4.5058, -3.0546], [-0.3419, -5.5048, -1.6308], [0.5718, -3.9965, -1.4666], [-2.8647, -3.1799, -0.1036], [-1.1313, -3.0534, 0.2689], [-1.9102, -4.6410, 0.1841], [0.6307, -2.2578, -4.3335], [1.7007, -0.8383, -4.3648], [1.0575, -1.5039, -5.8744], [-1.8697, -1.9559, -4.7574], [-1.4680, -1.2809, -6.3435], [-2.4814, -0.3575, -5.2294], [0.7792, 1.4198, -4.9592], [-0.9643, 1.6288, -5.2194], [0.0240, 0.8287, -6.4472], [2.4191, -2.5909, 1.6718], [1.8999, -0.9017, 2.1010], [1.8293, -1.0133, 3.9093], [3.2988, 0.1762, 1.6394], [4.5550, -0.1539, 2.1503], [5.6890, 0.5422, 1.7653], [5.5771, 1.5822, 0.8546], [4.3325, 1.9263, 0.3508], [3.1794, 1.2412, 0.7319], [1.5803, 1.8033, 0.0189], [1.8648, 1.9021, -1.7826], [1.4986, 3.5734, 0.4605], [3.1767, -2.9314, 2.3784], [2.8143, -2.6249, 0.6611], [1.5503, -3.2472, 1.7366], [2.8404, -1.1231, 4.3003], [1.2576, -1.9082, 4.1586], [1.3583, -0.1464, 4.3654], [4.6569, -0.9768, 2.8487], [6.6548, 0.2645, 2.1660], [6.4578, 2.1233, 0.5342], [4.2642, 2.7431, -0.3589], [2.2222, 2.8957, -2.0502], [0.9328, 1.7011, -2.3130], [2.5953, 1.1531, -2.0815], [2.4085, 4.0789, 0.1365], [1.3633, 3.7205, 1.5269], [0.6477, 4.0142, -0.0616]]}

Entry 3:
{"formula": "C31H47LuNO2P2S2", "method": "ωB97M-V/def2-TZVPD", "max_force_ev_per_a": 5.6, "spin_multiplicity": 1, "lumo_ha": [-0.1427, -0.1439], "charge": 1, "relative_energy_kcal_mol": 286.51, "homo_lumo_gap_ev": [4.00, 3.97], "homo_energy_ev": [-7.88, -7.89], "symbols": ["Lu", "C", "C", "C", "C", "C", "C", "H", "H", "H", "C", "H", "H", "H", "C", "H", "H", "H", "C", "H", "H", "H", "C", "H", "H", "H", "C", "C", "C", "C", "C", "C", "C", "C", "H", "H", "H", "H", "H", "H", "H", "H", "H", "H", "H", "H", "P", "P", "C", "C", "H", "H", "H", "H", "C", "H", "H", "H", "C", "H", "H", "H", "C", "H", "H", "H", "C", "H", "H", "H", "O", "S", "O", "N", "C", "S", "C", "C", "C", "C", "C", "C", "H", "H", "H", "H"], "xyz": [[1.7504, -0.4421, -0.6788], [-1.7628, 0.7773, -1.3816], [-1.5593, -0.6182, -1.1876], [-2.1223, 0.2969, 0.8372], [-2.0900, 1.3367, -0.1272], [-1.7593, -0.9074, 0.1941], [-1.7146, 1.5278, -2.6523], [-1.4436, 0.8776, -3.4948], [-0.9869, 2.3560, -2.5889], [-2.7081, 1.9644, -2.8567], [-2.4904, 2.7271, 0.1056], [-2.0488, 3.4069, -0.6269], [-2.2129, 3.0730, 1.1043], [-3.5796, 2.8285, 0.0177], [-2.6292, 0.4067, 2.2088], [-3.6930, 0.1219, 2.2506], [-2.5481, 1.4327, 2.5775], [-2.0740, -0.2409, 2.8928], [-1.7082, -2.2426, 0.8194], [-2.7286, -2.6693, 0.8764], [-1.2970, -2.1657, 1.8374], [-1.0632, -2.9373, 0.2541], [-1.3621, -1.6304, -2.2558], [-2.3291, -2.1274, -2.4579], [-0.6467, -2.4249, -1.9858], [-1.0028, -1.2029, -3.2043], [5.0985, 0.2958, -3.0776], [4.1488, 0.3362, -4.0344], [3.8972, -0.8024, -4.9828], [3.8066, -2.1840, -4.2715], [3.3388, -2.1002, -2.8191], [4.2525, -2.1659, -1.8225], [5.7278, -1.8770, -1.9597], [6.1086, -0.7978, -2.9775], [4.6875, -0.8461, -5.7510], [4.7883, -2.6904, -4.3565], [2.9627, -0.6299, -5.5321], [6.3339, -1.2331, -3.9517], [5.3520, 1.2045, -2.5191], [3.7751, 1.2944, -4.4273], [7.0577, -0.3654, -2.6608], [6.1229, -1.6027, -0.9681], [3.9790, -2.6606, -0.8862], [6.2555, -2.8121, -2.2105], [3.1189, -2.8437, -4.8388], [2.2645, -2.3549, -2.6736], [2.6467, 1.8310, -1.4814], [2.0547, -2.4457, 0.9813], [3.7500, 0.3992, -0.3784], [3.5228, -0.7148, 0.6763], [4.3626, 1.1522, 0.0879], [4.2756, -0.0768, -1.2009], [4.3709, -1.4099, 0.6079], [3.4633, -0.2422, 1.6662], [2.5256, -2.9618, 2.6140], [1.5793, -3.0472, 3.1567], [3.1653, -2.2442, 3.1325], [3.0215, -3.9275, 2.4884], [2.1946, -3.9210, -0.0390], [3.0430, -4.5287, 0.3315], [2.3215, -3.7259, -1.1236], [1.2042, -4.4160, 0.0796], [3.4183, 3.1835, -2.2674], [2.8359, 3.4179, -3.1736], [4.4474, 2.9573, -2.5628], [3.3852, 4.0291, -1.5605], [1.6487, 0.8161, -2.7189], [0.7507, 0.1604, -2.4206], [2.3016, 0.2056, -3.3683], [1.1747, 1.5892, -3.3350], [2.3771, -0.1264, 3.6233], [1.0057, 0.0997, 3.1548], [0.0227, -0.9488, 3.3239], [1.0403, 0.6096, 1.5024], [0.9259, 1.9456, 1.4333], [1.0603, 2.6274, -0.1933], [0.4704, 2.5891, 2.6595], [-0.0538, 3.8820, 2.8927], [-0.5403, 4.1958, 4.1719], [-0.4657, 3.2526, 5.2166], [0.0237, 1.9672, 4.9840], [0.4471, 1.6582, 3.7049], [-0.0398, 4.5833, 2.0558], [-0.9338, 5.1981, 4.3692], [-0.7983, 3.5042, 6.2130], [0.1097, 1.1991, 5.7468]]}

The highest charge belongs to which entry? C31H47BrIrN2P2

Look up the charge of the first one. +4